No. 1
Here is C28H34N2OS2Sb2Tl as an isolated structure in a non-equilibrium geometry from the Open Molecules 2025 dataset. Energies are from ωB97M-V with the def2-TZVPD basis set.

Last column: Mulliken charge in e.
CARTESIAN COORDINATES (ANGSTROEM)
Tl (-0.33720, -1.08325, 0.80140)  0.64
C (1.40930, 1.08685, 3.68790)  -1.40
C (-0.02840, 0.85435, 3.33600)  0.45
N (-0.43620, -0.36675, 3.23850)  -0.77
N (-1.81180, -0.50255, 3.06200)  -0.23
C (-2.27600, -1.68305, 2.82310)  0.33
S (-1.47590, -3.16955, 2.61620)  -0.42
S (-4.05010, -1.79235, 2.69230)  -0.23
C (-4.59060, -0.04385, 2.44450)  -0.05
C (-5.30710, 0.08325, 1.14440)  0.37
C (-6.69660, 0.03295, 1.09480)  -0.46
C (-7.36510, 0.10965, -0.11320)  -0.55
C (-6.65130, 0.23415, -1.29240)  -0.37
C (-5.26730, 0.29235, -1.25450)  -0.77
C (-4.59730, 0.21735, -0.04620)  -0.07
C (-0.88350, 2.00385, 3.04920)  0.67
C (-1.15300, 2.96315, 4.00830)  -0.48
C (-1.99830, 4.02185, 3.73840)  -0.72
C (-2.60080, 4.09385, 2.49040)  -0.52
C (-2.34380, 3.15265, 1.52020)  -0.58
C (-1.44500, 2.08185, 1.73380)  0.15
O (-1.10470, 1.27195, 0.78950)  -0.40
H (1.90490, 0.13665, 3.88830)  0.33
H (1.47750, 1.73825, 4.56010)  0.41
H (1.91640, 1.59215, 2.86400)  0.27
H (-3.67280, 0.54425, 2.47930)  -0.42
H (-5.23540, 0.19785, 3.28900)  0.49
H (-7.25880, -0.07125, 2.01250)  0.36
H (-8.44620, 0.07455, -0.13570)  0.35
H (-7.17500, 0.27945, -2.23770)  0.36
H (-4.71120, 0.40205, -2.17570)  0.43
H (-3.51640, 0.26675, -0.01870)  0.40
H (-0.72820, 2.85535, 4.99970)  0.35
H (-2.21070, 4.76115, 4.49820)  0.37
H (-3.28510, 4.90795, 2.28210)  0.38
H (-2.84570, 3.20645, 0.56420)  0.42
C (0.81020, -2.56465, -2.40090)  -1.20
Sb (-0.17490, -0.65705, -2.74590)  0.64
C (-0.29960, -0.94675, -4.92980)  -1.43
C (1.70960, 0.52575, -2.66710)  -1.84
C (2.94840, -0.19055, -3.04120)  0.84
C (3.08870, -0.64035, -4.35290)  -0.26
C (4.17950, -1.37855, -4.76660)  -0.83
C (5.17850, -1.68145, -3.85700)  -0.70
C (5.09490, -1.17645, -2.57600)  -0.61
C (4.00990, -0.41275, -2.14840)  1.03
C (4.09150, 0.20495, -0.80920)  -1.86
Sb (3.25760, -0.97225, 0.87100)  0.55
C (4.56300, -2.66925, 0.43590)  -1.32
C (4.72880, -0.05405, 2.21570)  -1.55
H (1.44610, -2.83265, -3.23800)  0.40
H (0.06140, -3.33455, -2.25400)  0.50
H (1.41290, -2.49365, -1.49980)  0.08
H (0.46910, -1.61075, -5.30790)  0.40
H (-0.24150, 0.00985, -5.44050)  0.42
H (-1.27060, -1.38395, -5.14390)  0.36
H (1.72860, 0.89635, -1.64570)  0.31
H (1.53290, 1.36585, -3.33570)  0.56
H (2.31930, -0.37845, -5.06250)  0.52
H (4.25420, -1.71515, -5.79120)  0.41
H (6.03240, -2.27645, -4.14950)  0.39
H (5.90260, -1.35985, -1.88140)  0.34
H (3.58120, 1.16275, -0.77580)  0.70
H (5.13450, 0.36155, -0.54330)  0.59
H (5.60270, -2.35715, 0.43490)  0.31
H (4.30650, -3.07495, -0.53720)  0.36
H (4.42060, -3.43765, 1.18750)  0.43
H (5.73370, -0.20965, 1.83390)  0.50
H (4.65350, -0.47985, 3.21070)  0.42
H (4.53110, 1.01155, 2.27730)  0.43

Computed properties:
Orbital gap in eV: 6.77
ΔE to the lowest compared entry with this formula, charge and spin in kJ/mol: 51.2
Net charge: -1
Multiplicity: 1


No. 2
Here is one molecule with the formula C6H10N2 in a non-equilibrium geometry from the Open Molecules 2025 dataset. Energies are from ωB97M-V with the def2-TZVPD basis set.

Last column: Mulliken charge in e.
CARTESIAN COORDINATES (ANGSTROEM)
H (-0.20511, -2.64838, 0.59799)  0.24
N (-0.42709, -1.64790, 0.64725)  -0.64
C (0.52169, -0.93143, 0.10971)  0.40
C (1.79628, -1.51099, -0.42972)  -1.31
C (0.22596, 0.47999, -0.07686)  1.23
C (1.09236, 1.55512, 0.50327)  -1.36
N (-0.45964, 0.87400, -1.39348)  -0.71
C (-1.26154, 0.64391, -0.46724)  0.27
C (-2.63578, 0.67857, -0.03239)  -1.13
H (2.44043, -1.80059, 0.40507)  0.32
H (1.57366, -2.40909, -1.01251)  0.39
H (2.32261, -0.79926, -1.06826)  0.34
H (0.52707, 2.47011, 0.70973)  0.37
H (1.53720, 1.22466, 1.44594)  0.36
H (1.91064, 1.80441, -0.18054)  0.29
H (-3.15350, -0.20315, -0.41736)  0.27
H (-3.13131, 1.58052, -0.39865)  0.38
H (-2.67393, 0.63948, 1.05804)  0.30

Computed properties:
Orbital gap in eV: 9.87
ΔE to the lowest compared entry with this formula, charge and spin in kJ/mol: 223.2
Multiplicity: 1
SMILES string: [H]/N=C(\C)[C@@]1(C)N=C1C


No. 3
Here is a 3-piece molecular cluster, C3H12NO2 overall in a non-equilibrium geometry from the Open Molecules 2025 dataset. Energies are from ωB97M-V with the def2-TZVPD basis set.

Last column: Mulliken charge in e.
CARTESIAN COORDINATES (ANGSTROEM)
C (1.59015, 1.04961, 1.42914)  -1.13
C (1.50572, 0.34656, 0.12598)  0.63
C (2.01741, 0.95733, -0.98559)  -0.91
N (1.25502, -1.09244, 0.30349)  -0.25
H (0.65650, 1.30975, 1.92874)  0.29
H (2.32389, 0.42178, 2.08957)  0.30
H (2.27351, 1.93908, 1.43636)  0.37
H (2.15301, 0.58607, -2.06653)  0.26
H (2.12141, 2.05743, -1.01928)  0.30
H (1.66307, -1.55928, 1.16676)  0.40
H (1.57555, -1.51233, -0.56119)  0.35
H (0.10625, -1.10291, 0.31928)  0.43
H (-1.80825, -0.45136, -0.38287)  0.35
H (-2.24609, -1.72345, 0.22803)  0.34
O (-1.43796, -1.13728, 0.19418)  -0.69
H (-4.46709, 0.17754, -0.59893)  0.33
H (-3.69245, 0.15253, -1.97293)  0.35
O (-3.57754, 0.29117, -0.95777)  -0.71

Computed properties:
Orbital gap in eV: 10.95
ΔE to the lowest compared entry with this formula, charge and spin in kJ/mol: 168.3
Net charge: +1
Multiplicity: 1